No. 1
Molecular formula: C4H36N2O14
Method: DFT, ωB97M-V/def2-TZVPD

Structure (XYZ):
```
56
Properties=species:S:1:pos:R:3:forces:R:3:lowdin_charge:R:1
O 1.206979 -1.848551 -2.117152 -1.7 0.9 1.3 -0.151
O -1.748080 1.661374 3.279367 1.2 -1.7 -0.3 -0.023
O -2.192505 0.358088 -2.358801 -0.2 -1.6 -1.3 -0.065
O 2.749748 0.168627 -1.287606 -0.7 0.2 1.6 -0.104
O 1.103881 1.854393 -2.594671 1.5 0.0 1.8 -0.058
O -1.036287 2.565100 -1.351454 0.1 1.3 -0.8 -0.121
O -0.022487 -0.234825 -3.867930 -1.2 1.6 1.2 -0.011
O -4.393038 0.868673 -0.948892 -1.2 4.3 2.1 0.046
O 0.677280 2.629633 2.660349 -0.7 -0.2 0.5 -0.098
O 2.076579 -3.618175 -0.312984 -0.2 -0.2 0.4 -0.057
O 2.594423 -2.478987 2.085300 0.7 0.3 0.3 -0.065
O -2.573573 1.868987 0.738286 2.5 0.9 0.5 -0.069
O -0.125885 -1.852229 3.561720 0.4 -0.7 -1.0 -0.046
O -1.257803 -1.809583 -1.089364 -1.0 1.5 -1.1 -0.120
N 2.662963 0.287170 1.369048 0.7 0.5 0.5 0.029
N -0.886403 -0.654305 0.972487 -0.5 0.3 -0.2 -0.038
C 0.457245 -0.314305 0.511886 1.1 -0.4 0.0 -0.180
C 0.922959 2.047876 1.402253 0.4 0.6 0.2 -0.226
C 1.214209 0.544941 1.567003 0.2 0.0 -1.9 -0.304
C -1.418125 -1.848197 0.325259 0.3 0.5 -0.2 -0.239
H 2.434367 -2.974337 1.269347 -0.2 -0.2 -0.2 -0.010
H 3.246984 0.994015 1.871622 -0.8 -0.8 -0.5 0.125
H -1.290165 3.474461 -1.671140 0.6 -1.5 0.4 0.120
H 0.859775 0.225086 2.528236 0.0 0.0 0.6 0.117
H 0.289840 -1.796962 -1.571059 1.6 -0.2 -1.3 0.066
H 1.810916 2.593153 0.970508 -0.7 -0.7 0.3 0.138
H 1.061450 -1.270576 0.374726 -0.9 1.1 0.3 0.116
H -2.272232 2.325992 3.653477 -1.2 1.6 1.0 0.036
H 0.477936 0.227148 -0.474314 -0.2 -0.5 0.8 0.107
H 1.766731 -1.096735 -1.747411 -0.4 -0.8 -0.4 0.020
H 1.695470 -3.037385 -1.001546 0.3 -0.1 -0.3 -0.003
H -1.659798 0.064773 -3.152701 -0.4 0.7 0.9 0.074
H 0.071551 -0.433737 -4.762318 0.4 -0.7 -2.2 0.056
H -1.716093 -0.957610 -1.480609 0.8 -1.6 0.8 0.089
H 0.072060 2.272854 0.733601 0.4 -0.4 0.1 0.092
H 0.395597 -0.897210 -3.320426 0.9 -1.4 0.6 0.010
H 2.903859 0.234555 -0.237437 -0.6 0.0 -0.4 0.073
H -0.501849 -1.383021 2.796879 -0.1 0.0 -0.3 -0.003
H -2.036107 1.622213 2.355429 -0.3 0.1 -0.4 -0.003
H -1.918991 2.122385 0.026220 -0.7 0.0 0.7 0.024
H -1.801447 1.158879 -2.013093 0.6 1.1 0.1 0.002
H 3.612279 0.123825 -1.642942 1.5 -0.1 -0.9 0.057
H 1.748111 1.290505 -2.042243 -0.5 1.2 -0.4 0.047
H -4.848588 0.115552 -0.773239 -2.2 -3.4 0.9 0.016
H -3.765396 0.650778 -1.555971 2.9 -1.0 -3.1 -0.047
H -0.367857 -1.303398 4.283377 -0.2 0.7 1.2 0.023
H -0.826232 -2.748371 0.567122 -0.4 0.4 0.6 0.134
H 2.744780 -4.171147 -0.716204 0.1 -0.1 -0.2 0.058
H 1.787955 -2.470343 2.597971 -0.6 -0.1 0.3 0.013
H 2.891943 -0.657133 1.731077 -0.1 0.4 -0.1 0.067
H -3.339012 1.572544 0.291996 -1.8 -0.7 -1.0 -0.013
H -1.516806 0.186504 0.886007 0.6 -1.4 0.1 0.101
H -2.483218 -1.959285 0.587292 0.4 -0.1 0.0 0.132
H -0.120213 2.314198 -1.754098 -0.6 0.5 0.1 0.032
H -0.190535 2.234905 2.986387 1.1 0.7 -0.2 0.045
H 0.770865 1.157199 -3.138623 -0.9 -0.7 -1.3 -0.014
```
Forces are in eV/Å.

net charge = 0
energy above the lowest of the compared OMol25 structures with the same formula, charge and spin = 1.816 eV
F_max = 4.92 eV/Å
2S+1 = 1

***

No. 2
Molecular formula: C16H37ClN2O5
Method: DFT, ωB97M-V/def2-TZVPD

Structure (XYZ):
```
61
Properties=species:S:1:pos:R:3:forces:R:3:lowdin_charge:R:1
Cl 0.676539 2.976787 0.010669 0.0 0.0 0.5 -0.195
O -2.940276 -0.761136 -0.665184 0.8 -0.1 0.6 -0.006
O -2.523747 1.931098 4.138525 0.2 -0.5 -0.3 -0.182
O -0.808667 -0.581676 0.273819 -2.0 -0.5 -0.5 -0.125
O -2.008712 1.225690 -0.220288 -0.1 0.3 0.0 -0.058
O 2.335592 -0.584448 3.493418 -0.7 -0.9 1.3 -0.192
N -0.011479 0.539608 4.019022 -1.2 0.5 0.8 0.056
N -0.293991 -0.012458 -3.207505 0.2 -0.2 -0.5 -0.218
C -3.797043 2.500727 3.915587 -0.3 -1.3 -1.0 -0.089
C 1.754336 0.307214 2.574199 1.9 -0.1 -1.2 -0.238
C -0.059884 -1.390293 -2.661139 -0.2 -0.3 1.1 -0.134
C 0.485747 0.135229 -4.526605 0.8 -0.3 0.1 -0.085
C 0.944182 1.313887 3.235123 -1.4 1.0 -0.7 -0.134
C 1.316680 1.459445 -4.381157 -1.1 -1.9 -0.6 -0.132
C -1.765008 0.208997 -3.422320 -0.3 0.9 0.6 0.018
C -2.075959 1.282060 2.940974 1.7 0.5 1.0 -0.192
C 0.756856 -3.413765 -0.280221 1.0 0.3 -0.8 -0.075
C -1.962757 -0.181298 -0.187658 2.4 1.3 0.5 -0.779
C -1.225400 0.110493 3.327671 -0.9 -0.7 -0.9 -0.104
C 1.497754 -3.077473 -1.643256 -0.3 0.0 0.7 -0.211
C 2.820245 -1.763979 2.847894 1.1 2.0 -0.6 -0.059
C 1.334942 -1.599449 -2.053111 -0.4 -0.4 -1.4 -0.182
C 1.581495 1.452530 -2.899063 0.0 1.4 -0.1 -0.197
C 0.280119 1.084532 -2.268839 -0.8 -0.2 -0.7 -0.203
H -2.333839 0.249648 -2.464199 0.8 -0.1 -0.5 0.089
H 3.345446 -1.305390 2.001710 0.4 -0.9 -0.3 0.095
H -4.573332 1.743835 4.146094 0.1 0.6 0.3 0.101
H -0.444520 1.911095 -2.230586 0.3 -0.4 -0.2 0.105
H 0.383485 0.693243 -1.278890 -0.3 -0.2 0.4 0.040
H 1.159509 -2.749394 0.500540 -0.2 -0.2 -0.3 0.043
H -3.859402 2.621487 2.835065 -0.4 0.8 0.0 0.087
H 0.917287 -4.449442 0.028659 0.1 0.0 -0.1 0.063
H 1.287783 2.075232 3.899077 1.3 0.3 0.2 0.143
H -0.289084 1.057226 4.857810 0.0 -0.3 -0.1 0.186
H 1.466935 -0.869733 -1.255287 0.1 -0.5 0.3 0.106
H 2.315212 0.704503 -2.648480 0.6 0.2 0.2 0.103
H -0.193129 0.021365 -5.369458 -0.2 0.4 0.1 0.119
H -0.751503 -1.541942 -1.849774 -0.5 0.3 0.4 0.096
H -0.359653 -2.149776 -3.391596 0.5 0.3 -0.4 0.143
H 0.717672 2.305894 -4.686031 0.0 0.3 -0.1 0.113
H 1.200371 -0.729822 -4.646440 -0.7 0.9 0.5 0.131
H -3.894208 3.430011 4.436052 -0.2 0.4 0.4 0.082
H 0.484869 1.832944 2.380281 -0.2 0.1 0.4 0.054
H -1.672752 -0.650492 3.964496 -0.5 0.3 0.2 0.147
H 1.802765 2.472514 -2.563274 0.5 -0.5 0.3 0.098
H -1.423374 1.987964 2.389629 -0.5 -0.2 0.0 0.122
H 1.203724 -3.731608 -2.473476 -0.7 0.2 0.1 0.100
H 2.177310 1.334757 -5.029283 0.3 0.4 0.0 0.111
H 0.483578 -0.302402 4.259221 0.6 -0.5 0.8 0.151
H 2.054951 -1.356915 -2.841360 0.3 -0.2 0.2 0.097
H -1.134249 1.684831 0.008116 -0.9 -1.0 -0.2 -0.034
H 2.558549 -3.337636 -1.627948 0.1 0.3 0.7 0.095
H -0.992446 -0.402361 2.398116 0.5 0.0 -0.3 0.106
H 1.090055 -0.209880 1.850959 0.5 0.2 0.0 0.129
H -1.886308 1.183644 -3.925759 0.1 -0.5 0.1 0.117
H 2.560139 0.859718 2.087146 -0.1 -0.2 -0.7 0.143
H -2.186489 -0.595706 -4.000369 0.1 -0.3 -0.4 0.099
H -2.803682 0.953665 2.231534 -1.0 -0.1 -0.1 0.118
H 2.057339 -2.402747 2.466340 -0.8 -0.5 0.0 0.065
H 3.535001 -2.268607 3.483697 -0.1 -0.1 0.2 0.092
H -0.315546 -3.232036 -0.302900 0.0 0.1 -0.2 0.063
```
Forces are in eV/Å.

net charge = 0
F_max = 2.80 eV/Å
2S+1 = 1

***

What are the Kohn-Sham gap values for these records? In order: 9.6, 8.2 eV.